[1]
C39H43BF4N2OP2TeV as an isolated structure at a distorted geometry, computed with ωB97M-V/def2-TZVPD.

Maximum force   0.07702 hartree/bohr
Total energy   -4015.81533 Ha
Energy relative to the best compared isomer or geometry (same formula, charge and spin)   1.649 eV
E_HOMO (alpha / beta)   -0.0955 / -0.0990 Eh
Frontier orbital gap (alpha / beta)   4.884 / 5.061 eV

```
! wB97M-V def2-TZVPD RIJCOSX def2/J DEFGRID3
* xyz -1 3
V -0.67469 0.93478 0.20704
Te -1.21845 -3.66460 -0.42226
C -0.27280 -4.83853 1.06927
C -1.05386 -5.50263 2.06445
C -0.44301 -6.29804 3.00226
N 0.86781 -6.50806 3.02746
C 1.60509 -6.01049 2.08073
C 1.11659 -5.14794 1.07955
C -0.56136 -1.95304 0.37301
P 0.58613 -0.82639 -0.37080
C 1.93399 -0.28347 0.73907
C 2.17755 1.21344 0.76026
C 3.32092 1.49264 1.70133
C 4.34052 0.62489 1.91503
C 4.10925 -0.76807 1.63434
C 2.87789 -1.20965 1.16748
C 1.30579 -1.46983 -1.96120
C 2.52660 -2.21387 -1.94304
C 2.80420 -3.08083 -3.00639
C 2.02484 -3.12954 -4.16986
C 0.93226 -2.27253 -4.25353
C 0.57641 -1.45698 -3.15101
P -1.61683 -0.82469 1.26328
C -1.16124 -0.70289 3.03521
C 0.02953 -1.21898 3.52748
C 0.44921 -0.85222 4.81633
C -0.26933 0.06002 5.61240
C -1.54482 0.42430 5.14003
C -1.97471 0.06910 3.85960
C -3.30130 -1.35202 1.22122
C -3.66022 -2.08202 2.33911
C -4.93878 -2.61285 2.43951
C -5.88794 -2.34471 1.48748
C -5.50123 -1.61327 0.34675
C -4.22409 -1.08445 0.21871
H -2.14150 -5.30866 2.13048
H -0.98926 -6.73571 3.81793
H 2.66780 -6.26126 2.11441
H 1.79485 -4.73323 0.32320
H 2.45334 1.59565 -0.23477
H 3.34293 2.49385 2.11881
H 5.26861 1.01774 2.31447
H 4.91816 -1.49446 1.78929
H 2.62111 -2.28055 1.11009
H 3.21245 -2.08430 -1.10305
H 3.72172 -3.71318 -2.95841
H 2.27343 -3.80790 -4.98024
H 0.27689 -2.25659 -5.12570
H -0.27723 -0.81725 -3.23478
H 0.63375 -1.89404 2.89793
H 1.35079 -1.25213 5.26735
H 0.19635 0.48007 6.51037
H -2.23654 1.00855 5.76180
H -2.93685 0.44597 3.53042
H -2.95218 -2.27668 3.10909
H -5.17147 -3.24621 3.30309
H -6.92121 -2.77021 1.59062
H -6.27237 -1.38790 -0.40038
H -3.99473 -0.46910 -0.63026
C 0.74036 3.96409 2.58412
C 0.78356 3.42247 1.16100
C -0.52460 3.88342 0.47608
C 1.93787 4.03792 0.35834
C 0.84623 1.84515 1.19360
H 0.89156 5.07808 2.59534
H 1.56799 3.56072 3.15410
H -0.18950 3.66487 3.08678
H -0.45967 4.99478 0.50821
H -1.42074 3.54081 1.00442
H -0.58729 3.53922 -0.57924
H 1.79414 5.15117 0.29728
H 1.95232 3.66518 -0.67947
H 2.94419 3.86605 0.79342
H 0.68410 1.49424 2.24788
C 2.28963 3.18504 -4.72423
N 0.86017 3.23665 -4.99863
C 0.37668 3.54363 -6.31916
C 0.04743 3.45318 -3.97259
C -1.35740 4.06345 -4.15378
O 0.41237 3.22965 -2.78794
H 2.41740 2.32685 -4.02187
H 2.65405 4.08690 -4.18171
H 2.80538 2.99765 -5.66351
H 0.97878 3.00119 -7.08282
H 0.27378 4.64331 -6.45164
H -0.63290 3.16098 -6.36638
H -1.90746 3.72127 -3.27890
H -1.89921 3.57515 -4.98870
H -1.44165 5.15398 -4.23924
F -2.24610 -0.72603 -1.95512
B -2.62510 0.59919 -2.15781
F -3.98786 0.74644 -2.27601
F -2.10354 1.51897 -1.07928
F -1.99371 1.02540 -3.37461
*
```

***

[2]
A 6-piece molecular cluster, C39H43IN2O10P overall at a distorted geometry, computed with ωB97M-V/def2-TZVPD.

Maximum force   0.05630 hartree/bohr
Total energy   -3012.43804 Ha
Energy relative to the best compared isomer or geometry (same formula, charge and spin)   0.000 eV
E_HOMO   -0.4194 Eh
Frontier orbital gap   7.526 eV

```
! wB97M-V def2-TZVPD RIJCOSX def2/J DEFGRID3
* xyz 1 1
C -0.46097 -5.16058 2.73078
P -1.94963 -4.89623 1.67693
C -1.86071 -5.80344 0.07961
N -2.17995 -3.11544 1.34087
C -1.18860 -2.19931 1.98781
C 0.23522 -2.27849 1.42660
C 0.32105 -2.68370 -0.04195
I -0.72398 -1.26883 -1.29088
C -3.55774 -2.73621 1.84766
C -4.68419 -3.46268 1.09561
C -5.55895 -2.48026 0.27137
C -6.70205 -1.87757 1.12866
N -7.91521 -2.70269 1.13867
H -0.47432 -6.21388 3.00792
H 0.48257 -5.00377 2.20303
H -0.53466 -4.50035 3.59559
H -1.67699 -5.18623 -0.80407
H -1.11793 -6.60242 0.09653
H -2.82783 -6.28751 -0.04997
H -2.22829 -2.97498 0.32532
H -1.23994 -2.33689 3.06735
H -1.55656 -1.18873 1.79993
H 0.68263 -1.29319 1.55824
H 0.85748 -2.96142 2.00803
H 1.36813 -2.68550 -0.33354
H -0.05125 -3.69069 -0.22370
H -3.67028 -1.66704 1.65784
H -3.56110 -2.92400 2.91760
H -4.31756 -4.22650 0.40983
H -5.33933 -3.90237 1.84782
H -4.93360 -1.69660 -0.16485
H -6.03673 -3.06353 -0.51682
H -6.95981 -0.89305 0.74462
H -6.32773 -1.77890 2.15382
H -7.69913 -3.67546 0.96960
H -8.54826 -2.35906 0.43080
C -2.05641 -2.07040 8.34991
C -1.03497 -2.06020 7.49526
C -1.05459 -2.88876 6.27007
O -0.12321 -2.87332 5.48073
C -2.24863 -3.73167 6.03166
C -3.27360 -3.74404 6.87942
C -3.25621 -2.91023 8.10883
O -4.18674 -2.91762 8.88032
H -2.06342 -1.47184 9.25158
H -0.15321 -1.45227 7.65181
H -2.22821 -4.33277 5.13200
H -4.15457 -4.35322 6.72089
C 1.92258 -5.83064 -2.85259
C 2.31271 -5.15380 -3.93030
C 1.53669 -5.20868 -5.19443
O 1.89022 -4.59254 -6.17363
C 0.31184 -6.04604 -5.21076
C -0.07654 -6.72229 -4.13179
C 0.69731 -6.66388 -2.87029
O 0.33891 -7.27506 -1.88199
H 2.47572 -5.80796 -1.92174
H 3.20437 -4.53989 -3.93969
H -0.23861 -6.07364 -6.14237
H -0.96551 -7.34018 -4.12338
C -1.67462 4.47414 -0.13216
C -0.60002 5.21411 0.13287
C 0.76192 4.62851 0.11326
O 1.74380 5.29674 0.35418
C 0.88315 3.18561 -0.21468
C -0.19306 2.44957 -0.47854
C -1.55274 3.03716 -0.45710
O -2.52703 2.34933 -0.69665
H -2.67641 4.88337 -0.12599
H -0.66534 6.26692 0.36781
H 1.88608 2.77659 -0.22631
H -0.14274 1.39404 -0.71962
C 0.50372 6.46036 -4.51988
C 1.44276 6.56584 -5.45690
C 2.81371 7.02735 -5.12345
O 3.66719 7.11894 -5.97763
C 3.09752 7.36638 -3.70696
C 2.15640 7.25896 -2.77113
C 0.79003 6.79842 -3.10614
O -0.06613 6.69699 -2.24873
H -0.50241 6.12692 -4.74103
H 1.25602 6.32362 -6.49536
H 4.10188 7.70282 -3.48308
H 2.34106 7.49841 -1.73132
C 8.16437 8.17854 -0.80413
C 7.16473 8.70590 -1.50678
C 7.05013 8.47951 -2.96730
O 6.13839 8.95852 -3.60987
C 8.08880 7.64563 -3.61703
C 9.08863 7.11792 -2.91455
C 9.20348 7.34211 -1.45314
O 10.11079 6.85875 -0.81175
H 8.26788 8.33124 0.26250
H 6.39637 9.31883 -1.05277
H 7.98455 7.49412 -4.68387
H 9.85741 6.50625 -3.36891
*
```

***

[3]
C39H43N2O3Si2Ti as an isolated structure at a distorted geometry, computed with ωB97M-V/def2-TZVPD.

Maximum force   0.03227 hartree/bohr
Total energy   -3275.83339 Ha
E_HOMO (alpha / beta)   -0.0928 / -0.1780 Eh
Frontier orbital gap (alpha / beta)   4.950 / 7.244 eV

```
! wB97M-V def2-TZVPD RIJCOSX def2/J DEFGRID3
* xyz -1 3
Ti -14.60452 9.31746 -8.43988
C -14.99292 11.54707 -8.82419
Si -16.57435 11.88153 -8.08174
C -17.72608 10.38346 -8.32859
N -17.01634 9.10978 -8.12346
C -17.52444 8.05612 -9.01974
C -18.96397 7.65861 -8.63886
C -19.03289 7.36943 -7.11312
C -17.69480 7.43141 -6.41067
C -16.98312 8.73272 -6.70059
C -16.51981 12.17059 -6.21144
C -15.27121 12.51663 -5.72614
C -15.03561 12.79223 -4.38496
C -16.11314 12.77784 -3.51314
C -17.38483 12.44866 -3.96666
C -17.57080 12.13212 -5.28976
C -17.63624 13.38880 -8.73391
C -17.91881 14.50768 -7.97061
C -18.73676 15.53128 -8.44257
C -19.21694 15.52256 -9.73663
C -18.93829 14.39694 -10.53918
C -18.16755 13.36022 -10.03677
H -14.30195 12.34081 -9.09263
H -15.23959 11.03281 -9.80909
H -17.99305 10.46107 -9.38047
H -18.66059 10.41859 -7.73916
H -16.93086 7.15775 -8.87155
H -17.40931 8.34985 -10.05513
H -19.25302 6.78866 -9.20166
H -19.69832 8.44697 -8.92406
H -19.45329 6.36721 -6.96076
H -19.70995 8.07682 -6.60093
H -17.08316 6.54781 -6.74404
H -17.82399 7.30159 -5.32215
H -15.94690 8.67757 -6.36274
H -17.51592 9.50749 -6.14357
H -14.40913 12.56946 -6.40892
H -14.04318 13.07254 -4.08662
H -15.97748 13.02723 -2.47149
H -18.19722 12.44002 -3.26726
H -18.56411 11.84793 -5.64490
H -17.48691 14.54406 -6.97333
H -19.04258 16.31445 -7.76618
H -19.86199 16.29775 -10.09772
H -19.30256 14.29591 -11.57491
H -17.97544 12.52522 -10.70126
N -13.99946 6.99412 -8.74575
C -14.07385 6.45863 -10.12029
C -14.71274 7.47656 -11.06041
O -15.04479 7.18939 -12.20484
O -14.89192 8.59159 -10.48492
H -13.07278 7.27166 -8.47685
H -14.14736 6.22753 -8.09979
H -14.66155 5.53329 -10.18191
H -13.07758 6.19623 -10.42510
O -13.50127 9.27137 -6.84203
Si -12.90026 9.39991 -5.39125
C -12.07330 11.07544 -5.15574
C -11.78643 11.52434 -3.88303
C -11.10932 12.73217 -3.69251
C -10.80378 13.55033 -4.76607
C -11.09853 13.09101 -6.06970
C -11.76563 11.88966 -6.24299
C -14.07210 9.01091 -3.96013
C -15.34993 9.55294 -3.82375
C -16.14496 9.26283 -2.71961
C -15.69062 8.45784 -1.68441
C -14.38340 7.99385 -1.77425
C -13.60736 8.24082 -2.91422
C -11.51131 8.11235 -5.15690
C -11.88961 6.74952 -5.17884
C -10.93473 5.73582 -5.09617
C -9.56483 6.02965 -4.96958
C -9.19032 7.35757 -4.86056
C -10.15300 8.37817 -4.96665
H -12.12943 10.97031 -3.03480
H -10.93367 13.05704 -2.68289
H -10.32888 14.52436 -4.63682
H -10.84494 13.66012 -6.95445
H -12.03628 11.49153 -7.21927
H -15.75325 10.21824 -4.58865
H -17.12330 9.73517 -2.67004
H -16.34014 8.17215 -0.85792
H -13.99903 7.38498 -0.98289
H -12.58747 7.84721 -2.89552
H -12.92116 6.43363 -5.24355
H -11.28031 4.70629 -5.16638
H -8.85101 5.22504 -4.89506
H -8.15209 7.66429 -4.70550
H -9.83490 9.39316 -4.89454
*
```

***

[4]
A 6-piece molecular cluster, C39H44BrF40N3O8PS overall at a distorted geometry, computed with ωB97M-V/def2-TZVPD.

Maximum force   0.18338 hartree/bohr
Total energy   -9586.12754 Ha
E_HOMO   -0.4334 Eh
Frontier orbital gap   7.156 eV

```
! wB97M-V def2-TZVPD RIJCOSX def2/J DEFGRID3
* xyz 1 1
C 0.00234 -0.66431 1.39643
C 0.30746 -0.49044 -0.22892
C 0.47191 1.12296 -0.55412
N -0.70769 1.70560 -1.33807
C -1.42359 2.78750 -0.52801
C -0.48184 4.11642 -0.14937
C -1.14248 5.33821 0.77538
S -0.18122 6.87221 1.32386
C -2.72239 5.09774 1.22300
C -3.44340 6.25480 2.19155
C -3.13240 5.73834 3.75163
O -3.72028 6.61113 4.77971
C -3.38469 5.91049 6.06358
O -2.09340 5.65840 6.41515
C -3.58399 3.76319 0.76798
P -5.40586 3.67846 1.36808
O -6.42472 2.82825 0.18817
Br -5.53969 2.47083 3.33968
N -2.89817 2.67960 -0.08567
N -3.68306 1.58611 -0.41626
C -3.66970 0.50949 0.64643
C -5.00385 -0.43816 0.36291
C -5.83375 -0.83117 1.72110
H -0.68070 0.22962 1.73562
H -0.56856 -1.67661 1.64717
H 1.00734 -0.69651 2.03736
H 1.32570 -1.08489 -0.41151
H -0.50366 -1.03106 -0.87673
H 0.66451 1.64940 0.47314
H 1.48598 1.22060 -1.17179
H -1.34067 0.88700 -1.48815
H 0.63335 4.23517 -0.50500
H 1.08786 6.80184 0.69739
H -2.95718 7.32825 2.01075
H -4.58708 6.38206 1.97815
H -3.65133 4.68476 3.83375
H -1.96385 5.62582 3.80795
H -4.21438 5.53519 6.82754
H -6.73727 3.58624 -0.41823
H -3.49215 1.21971 -1.37443
H -3.61730 0.91947 1.74551
H -2.73103 -0.19140 0.50411
H -4.69234 -1.37437 -0.29513
H -5.71993 0.20927 -0.30642
H -5.20128 -0.78012 2.71624
H -6.29557 -1.91295 1.52620
H -6.75622 -0.09618 1.89449
C 0.63232 -6.49111 2.68297
C -0.11577 -5.18711 2.36324
C -0.49853 -5.01069 0.89978
F 0.58200 -4.96864 0.08674
F -1.15698 -3.83381 0.71516
F 0.61392 -4.13191 2.81556
F -1.26597 -5.18861 3.10889
O 2.05625 -6.39211 2.76955
C 2.75335 -6.49513 1.52901
C 3.52760 -5.21955 1.17582
F 2.70080 -4.14744 1.07081
F 4.15466 -5.34278 -0.02459
F 1.88684 -6.87246 0.55841
F 3.62048 -7.53264 1.67866
H 0.32111 -6.78693 3.69251
H 0.31558 -7.32549 2.04535
H -1.16001 -5.81447 0.56015
H 4.27943 -4.99257 1.93661
C 6.16534 0.51960 -0.92900
C 5.06658 0.19348 0.09504
C 5.57428 -0.28997 1.44703
F 6.27607 -1.44263 1.35097
F 4.53347 -0.54938 2.28493
F 4.19487 -0.69498 -0.45382
F 4.34703 1.34299 0.29460
O 6.45341 -0.50258 -1.88662
C 7.38282 -1.49709 -1.45922
C 6.76544 -2.89942 -1.39927
F 5.71869 -2.94683 -0.53550
F 7.66994 -3.81533 -0.96066
F 7.93932 -1.11470 -0.28476
F 8.39025 -1.47702 -2.37323
H 5.78836 1.35494 -1.53200
H 7.07550 0.91223 -0.45940
H 6.20511 0.46374 1.92966
H 6.40556 -3.21300 -2.38300
C 1.86529 11.84638 3.23785
C 2.26161 13.01065 2.31606
C 1.43514 13.12899 1.04237
F 1.55143 12.03838 0.25029
F 1.85537 14.18604 0.29490
F 3.59075 12.92739 2.03871
F 2.10538 14.16653 3.03613
O 2.65775 10.66120 3.12720
C 2.26474 9.75634 2.09652
C 3.34733 9.56911 1.02683
F 3.65543 10.74338 0.41839
F 2.92785 8.72472 0.04682
F 1.07650 10.15345 1.58111
F 2.02369 8.57097 2.71904
H 2.03902 12.19154 4.26459
H 0.79095 11.62816 3.20246
H 0.37503 13.28586 1.26715
H 4.26473 9.16401 1.46255
C -9.54015 -5.09238 -0.06970
C -8.53456 -3.97689 -0.39645
C -8.18770 -3.83969 -1.87300
F -7.60370 -4.95422 -2.37012
F -7.29692 -2.82842 -2.06406
F -7.41783 -4.14707 0.36146
F -9.09075 -2.79657 0.02363
O -8.98114 -6.32565 0.39013
C -8.56852 -7.22980 -0.63348
C -7.06082 -7.50803 -0.60691
F -6.34064 -6.36962 -0.77846
F -6.69933 -8.34901 -1.61263
F -9.00013 -6.77417 -1.83406
F -9.25291 -8.38299 -0.40433
H -10.13546 -4.73358 0.77905
H -10.27360 -5.24602 -0.87065
H -9.07557 -3.61360 -2.47262
H -6.76055 -7.95718 0.34370
C 5.35806 -4.19519 -5.69660
C 6.43328 -4.72908 -4.73683
C 7.45681 -5.65879 -5.37509
F 6.89051 -6.77964 -5.87841
F 8.36632 -6.07596 -4.45236
F 5.82697 -5.31664 -3.67022
F 7.09893 -3.64236 -4.23196
O 4.10461 -4.88326 -5.67935
C 4.03046 -6.04072 -6.51020
C 3.79268 -7.32893 -5.71316
F 4.79010 -7.55354 -4.81943
F 3.75705 -8.41347 -6.53284
F 5.13392 -6.10090 -7.29379
F 2.98562 -5.82252 -7.35366
H 5.11365 -3.18182 -5.35474
H 5.73643 -4.05426 -6.71643
H 8.00819 -5.15603 -6.17645
H 2.84976 -7.28166 -5.16159
*
```